[1]
A molecular structure, C46H55N5OPRhSiTe at a distorted geometry. Source: the OMol25 dataset; level of theory: the ωB97M-V functional and the def2-TZVPD basis.

CARTESIAN COORDINATES (ANGSTROEM)
Rh1 0.126 0.097 -0.148
N1 2.051 -2.153 -1.261
P1 1.904 -0.468 -1.432
C1 2.290 -0.094 -3.140
C2 2.480 1.266 -3.410
C3 2.676 1.695 -4.712
C4 2.641 0.772 -5.753
C5 2.404 -0.568 -5.492
C6 2.225 -1.007 -4.186
C7 3.411 0.025 -0.512
C8 3.309 0.418 0.821
C9 4.452 0.706 1.555
C10 5.703 0.578 0.970
C11 5.814 0.156 -0.349
C12 4.673 -0.114 -1.090
C13 1.380 -2.768 -0.226
C14 1.394 -4.156 -0.058
C15 0.638 -4.707 0.949
C16 -0.120 -3.872 1.772
C17 -0.053 -2.518 1.556
N2 0.694 -1.964 0.584
H1 2.638 -2.718 -1.852
H2 2.461 1.978 -2.590
H3 2.842 2.745 -4.917
H4 2.783 1.104 -6.773
H5 2.349 -1.274 -6.311
H6 2.033 -2.055 -3.992
H7 2.332 0.509 1.276
H8 4.362 1.032 2.584
H9 6.594 0.812 1.539
H10 6.791 0.036 -0.800
H11 4.764 -0.426 -2.124
H12 1.986 -4.769 -0.725
H13 0.621 -5.780 1.088
H14 -0.738 -4.270 2.564
H15 -0.614 -1.823 2.168
C18 -1.141 2.012 2.799
C19 -2.134 1.206 2.022
C20 -3.479 1.230 2.284
C21 -4.333 0.421 1.511
C22 -3.833 -0.353 0.501
C23 -2.436 -0.314 0.246
N3 -1.632 0.442 1.040
N4 -1.744 -0.921 -0.715
Si1 -2.338 -2.111 -1.832
C24 -3.554 -1.392 -3.048
C25 -3.065 -3.561 -0.909
C26 -0.851 -2.666 -2.819
H16 -0.856 2.886 2.213
H17 -0.236 1.426 2.973
H18 -1.551 2.342 3.751
H19 -3.868 1.873 3.062
H20 -5.397 0.417 1.715
H21 -4.473 -0.972 -0.114
H22 -4.504 -1.107 -2.589
H23 -3.775 -2.128 -3.828
H24 -3.137 -0.506 -3.534
H25 -4.123 -3.421 -0.673
H26 -2.528 -3.724 0.029
H27 -2.985 -4.473 -1.506
H28 -1.159 -3.051 -3.796
H29 -0.300 -3.461 -2.310
H30 -0.179 -1.822 -2.983
C27 -0.912 2.349 -2.166
C28 -0.038 2.858 -1.027
O1 -0.215 4.102 -0.733
N5 0.853 2.151 -0.416
Te1 1.614 4.099 0.717
C29 1.509 5.940 1.850
C30 2.693 6.664 1.987
C31 4.023 6.234 1.402
C32 2.632 7.855 2.708
C33 1.461 8.312 3.291
C34 1.425 9.601 4.066
C35 0.306 7.548 3.144
C36 0.309 6.357 2.435
C37 -0.957 5.555 2.326
C38 2.446 5.071 -0.974
C39 3.584 4.526 -1.574
C40 4.318 3.338 -1.024
C41 4.106 5.144 -2.708
C42 3.537 6.282 -3.249
C43 4.096 6.923 -4.489
C44 2.426 6.824 -2.611
C45 1.855 6.253 -1.484
C46 0.658 6.951 -0.885
H31 -1.881 2.839 -2.122
H32 -1.040 1.272 -2.112
H33 -0.425 2.602 -3.109
H34 4.126 5.148 1.398
H35 4.841 6.651 1.988
H36 4.128 6.587 0.376
H37 3.541 8.438 2.811
H38 2.421 10.027 4.178
H39 1.003 9.443 5.058
H40 0.797 10.335 3.557
H41 -0.619 7.896 3.593
H42 -1.833 6.171 2.522
H43 -0.950 4.749 3.060
H44 -1.072 5.117 1.330
H45 3.666 2.690 -0.445
H46 5.133 3.666 -0.372
H47 4.760 2.752 -1.827
H48 4.999 4.724 -3.161
H49 5.044 6.470 -4.775
H50 4.253 7.992 -4.337
H51 3.400 6.812 -5.322
H52 1.976 7.725 -3.013
H53 0.204 7.608 -1.625
H54 0.954 7.560 -0.031
H55 -0.097 6.242 -0.560

charge: +1
calculated total energy: -3144.1657 hartree
spin multiplicity: 2
HOMO level (spin up / spin down): -0.350 / -0.347 hartree
⟨S²⟩: 0.7652

---

[2]
A molecular structure, C46H57AsFN6O4PSTi at a distorted geometry. Source: the OMol25 dataset; level of theory: the ωB97M-V functional and the def2-TZVPD basis.

CARTESIAN COORDINATES (ANGSTROEM)
Ti1 0.588 -2.366 -0.267
F1 -0.740 3.788 2.018
C1 -1.034 3.339 0.770
C2 -0.726 2.025 0.488
C3 -0.950 1.496 -0.790
C4 -0.586 0.175 -1.139
O1 0.003 -0.574 -0.188
C5 -0.798 -0.275 -2.472
C6 -1.372 0.575 -3.365
N1 -1.783 1.841 -3.043
C7 -2.314 2.701 -4.063
C8 -3.762 3.095 -3.985
C9 -3.293 2.132 -5.038
C10 -1.535 2.359 -1.764
C11 -1.846 3.663 -1.444
C12 -1.589 4.195 -0.163
N2 -1.947 5.553 0.088
C13 -1.995 6.069 1.447
C14 -2.562 7.495 1.395
N3 -3.411 7.612 0.158
C15 -2.539 7.577 -1.081
C16 -1.429 6.558 -0.828
C17 -0.420 -1.626 -3.003
O2 -0.732 -1.979 -4.124
O3 0.266 -2.367 -2.177
H1 -0.274 1.415 1.254
H2 -1.525 0.265 -4.388
H3 -1.610 3.438 -4.436
H4 -4.043 4.094 -4.286
H5 -4.326 2.684 -3.159
H6 -3.227 2.477 -6.059
H7 -3.576 1.095 -4.929
H8 -2.321 4.288 -2.185
H9 -1.019 6.116 1.941
H10 -2.641 5.428 2.046
H11 -1.793 8.259 1.299
H12 -3.178 7.726 2.261
H13 -3.989 8.452 0.176
H14 -4.029 6.799 0.122
H15 -2.167 8.587 -1.244
H16 -3.193 7.294 -1.904
H17 -0.538 7.051 -0.416
H18 -1.130 6.109 -1.771
O4 1.035 -4.852 -0.700
N4 1.209 -4.250 0.546
C18 1.378 -4.990 1.569
C19 1.687 -4.499 2.936
C20 2.172 -5.501 3.770
C21 2.664 -5.197 5.034
C22 2.684 -3.877 5.441
C23 2.171 -2.880 4.617
C24 1.630 -3.164 3.368
P1 0.828 -1.832 2.380
C25 -0.693 -1.410 3.288
C26 -1.742 -0.843 2.567
C27 -2.907 -0.452 3.213
C28 -3.043 -0.640 4.580
C29 -2.005 -1.211 5.304
C30 -0.836 -1.589 4.662
C31 1.926 -0.417 2.749
C32 1.409 0.787 3.219
C33 2.244 1.878 3.433
C34 3.605 1.768 3.198
C35 4.131 0.562 2.748
C36 3.296 -0.518 2.518
H19 1.036 -5.816 -0.577
H20 1.393 -6.075 1.440
H21 2.190 -6.525 3.420
H22 3.039 -5.982 5.674
H23 3.097 -3.614 6.405
H24 2.202 -1.852 4.958
H25 -1.637 -0.698 1.500
H26 -3.713 -0.009 2.644
H27 -3.955 -0.349 5.083
H28 -2.101 -1.365 6.369
H29 -0.047 -2.038 5.248
H30 0.355 0.877 3.444
H31 1.825 2.807 3.795
H32 4.258 2.611 3.373
H33 5.197 0.465 2.589
H34 3.724 -1.455 2.174
C37 -2.097 -4.611 -2.821
N5 -2.891 -3.516 -2.287
C38 -3.736 -2.703 -3.171
C39 -4.346 -1.675 -2.202
N6 -3.461 -1.805 -1.046
C40 -2.720 -2.920 -1.119
S1 -1.736 -3.478 0.180
H35 -1.529 -4.255 -3.678
H36 -2.761 -5.425 -3.111
H37 -1.413 -4.946 -2.046
H38 -4.487 -3.324 -3.655
H39 -3.101 -2.244 -3.930
H40 -5.373 -1.926 -1.928
H41 -4.321 -0.663 -2.605
H42 -3.653 -1.411 -0.140
C41 5.261 -2.979 0.360
C42 4.856 -1.680 -0.327
As1 3.099 -1.735 -1.133
C43 3.443 -2.475 -2.900
C44 3.579 -3.989 -2.964
C45 2.856 0.144 -1.607
C46 4.033 0.807 -2.310
H43 6.240 -2.885 0.831
H44 5.321 -3.810 -0.343
H45 4.550 -3.267 1.140
H46 5.546 -1.421 -1.133
H47 4.852 -0.843 0.376
H48 4.352 -1.989 -3.264
H49 2.608 -2.144 -3.521
H50 4.452 -4.351 -2.418
H51 3.693 -4.310 -4.000
H52 2.698 -4.487 -2.560
H53 2.604 0.661 -0.676
H54 1.960 0.178 -2.234
H55 4.908 0.888 -1.666
H56 3.765 1.820 -2.612
H57 4.335 0.276 -3.213

charge: +2
calculated total energy: -6340.8073 hartree
spin multiplicity: 3
HOMO level (spin up / spin down): -0.342 / -0.454 hartree
⟨S²⟩: 2.0389